[1]
Density functional theory data (the ωB97M-V functional and the def2-TZVPD basis) for a structure of composition C44H65AsCl3N3O3OsP.

Summary:
- Spin multiplicity: 1
- Charge: +3
- Orbital gap (spin up / spin down): 0.138 / 0.139 Eh
- LUMO (spin up / spin down): -11.426 / -11.413 eV

The geometry in XYZ format:
```
121
Properties=species:S:1:pos:R:3:lowdin_charge:R:1
Os -1.53597 -1.20283 -0.11914 1.14
O 0.57444 1.95387 0.27904 -0.08
C -0.59903 2.80953 0.29411 -0.29
C -1.77956 1.83410 0.28016 -0.47
O -2.87832 2.07910 0.70133 0.11
O -1.48687 0.70928 -0.39764 -0.30
C -0.74315 3.58653 -1.02125 -0.15
C -1.51505 4.74346 -1.06582 0.00
C -1.59141 5.47922 -2.23924 -0.04
C -0.91998 5.05437 -3.37780 -0.05
C -0.17784 3.88416 -3.34588 -0.06
C -0.09924 3.14384 -2.17238 -0.03
C -0.50010 3.75167 1.48534 -0.15
C -1.43524 3.87320 2.50318 -0.03
C -1.22376 4.77357 3.54388 -0.05
C -0.07412 5.54337 3.58863 -0.05
C 0.86044 5.44031 2.56410 -0.04
C 0.64304 4.55846 1.51956 -0.03
H 1.33736 2.53288 0.40677 0.05
H -2.04429 5.07364 -0.17896 0.13
H -2.17642 6.39057 -2.26339 0.12
H -0.98985 5.62818 -4.29378 0.12
H 0.33880 3.54709 -4.23723 0.11
H 0.47287 2.22311 -2.13979 0.08
H -2.34169 3.29077 2.47241 0.09
H -1.97142 4.87843 4.32120 0.12
H 0.08986 6.23084 4.40883 0.12
H 1.74306 6.06832 2.56779 0.12
H 1.35217 4.53637 0.69227 0.12
C 5.53341 2.50300 -0.18071 -0.17
C 4.58357 2.71129 0.99784 -0.17
C 3.70236 1.46568 1.20556 -0.18
C 3.33797 0.81851 -0.15270 -0.38
C 3.29998 1.88821 -1.25558 -0.19
C 4.74215 2.36425 -1.50038 -0.16
P 1.89719 -0.31507 -0.04389 1.31
C 2.08448 -1.44507 1.39726 -0.41
C 1.87919 -0.79830 2.77089 -0.22
C 1.62077 -1.91180 3.80247 -0.19
C 2.48374 -3.16212 3.52334 -0.17
C 3.74951 -2.78942 2.75475 -0.16
C 3.42705 -2.22195 1.35699 -0.17
C 1.87559 -1.43113 -1.51957 -0.40
C 3.26787 -1.91284 -2.02045 -0.16
C 3.71183 -1.17203 -3.28082 -0.17
C 2.73313 -1.40747 -4.44680 -0.16
C 1.28625 -1.59841 -3.95206 -0.18
C 1.05918 -0.79908 -2.67185 -0.21
H 6.13482 1.60745 0.00415 0.12
H 6.22979 3.33638 -0.25109 0.12
H 3.96639 3.59624 0.81390 0.11
H 5.13897 2.90488 1.91454 0.13
H 2.80505 1.74305 1.76817 0.10
H 4.25292 0.74382 1.81159 0.11
H 4.12792 0.11071 -0.44049 0.12
H 2.68663 2.73806 -0.95234 0.10
H 2.87426 1.51316 -2.18599 0.09
H 4.70524 3.32050 -2.02281 0.12
H 5.25173 1.65843 -2.16119 0.11
H 1.26043 -2.15835 1.25099 0.08
H 1.05215 -0.08986 2.75200 0.06
H 2.77273 -0.24706 3.05757 0.11
H 0.56075 -2.18677 3.80451 0.08
H 1.85027 -1.52141 4.79474 0.11
H 1.91702 -3.90763 2.95319 0.11
H 2.76147 -3.63206 4.46552 0.12
H 4.39270 -3.66052 2.63552 0.13
H 4.31549 -2.05484 3.33236 0.13
H 3.35893 -3.03289 0.63079 0.11
H 4.24885 -1.56903 1.05488 0.11
H 1.31532 -2.29979 -1.15148 0.09
H 3.17365 -2.97723 -2.25418 0.13
H 4.03206 -1.83756 -1.24940 0.09
H 4.70879 -1.51291 -3.55668 0.13
H 3.80050 -0.10351 -3.07228 0.09
H 3.03530 -2.28787 -5.01386 0.12
H 2.78232 -0.55999 -5.13154 0.12
H 1.10343 -2.65944 -3.74842 0.09
H 0.58256 -1.28789 -4.72582 0.13
H -0.00475 -0.76348 -2.39450 0.07
H 1.36257 0.23630 -2.84296 0.10
Cl -3.30468 0.93551 4.53953 0.72
C -1.93986 -0.15881 4.44601 -1.60
Cl -0.45886 0.64228 4.96285 0.73
Cl -2.23600 -1.61120 5.39852 0.70
C -1.74019 -0.61064 3.05127 -0.30
N -1.47454 -1.05837 2.03302 0.12
C -4.59023 -3.99002 -1.11873 -0.13
C -4.83269 -2.98704 0.00351 -0.36
As -3.99584 -1.23522 -0.17824 1.20
C -4.82360 -0.24250 1.27965 -0.37
C -6.27179 -0.64245 1.57270 -0.12
C -4.59561 -0.47379 -1.86382 -0.37
C -6.10125 -0.59179 -2.09482 -0.12
H -5.32445 -4.79263 -1.05023 0.10
H -3.60333 -4.44299 -1.03789 0.04
H -4.69680 -3.53501 -2.10595 0.07
H -4.51880 -3.39090 0.96617 0.09
H -5.89156 -2.75006 0.08016 0.07
H -4.73398 0.81027 1.02886 0.06
H -4.20904 -0.41474 2.15902 0.02
H -6.89996 -0.62649 0.68372 0.06
H -6.68956 0.07611 2.27757 0.09
H -6.34028 -1.62876 2.02847 0.08
H -4.03610 -0.96884 -2.65865 0.07
H -4.28196 0.56991 -1.84039 0.08
H -6.45812 -1.61730 -1.99925 0.07
H -6.32728 -0.25586 -3.10582 0.09
H -6.66012 0.04009 -1.40768 0.07
C -1.43443 -3.50867 -2.67160 0.02
C -1.17560 -3.97828 -1.28518 -0.38
N -1.23521 -3.22685 -0.17136 -0.14
C -0.95331 -4.06706 0.91248 -0.11
C -0.72621 -5.30796 0.44198 -0.01
N -0.86951 -5.22607 -0.93551 0.16
H -1.51451 -2.41909 -2.69246 0.06
H -2.36839 -3.92246 -3.05610 0.10
H -0.63549 -3.80924 -3.34890 0.09
H -0.96073 -3.71262 1.93017 0.10
H -0.48332 -6.22793 0.94971 0.14
H -0.76705 -6.00316 -1.57279 0.19
```

[2]
Density functional theory data (the ωB97M-V functional and the def2-TZVPD basis) for an isolated molecule of C25H26N4O3S.

Summary:
- Spin multiplicity: 1
- Charge: 0
- Relative energy (zero: lowest compared OMol25 entry of this formula, charge and spin): 225.9 kJ/mol
- Orbital gap: 0.325 Eh
- LUMO: 0.664 eV
- SMILES: COc1cccc(CNC(=O)CSCc2cnn(-c3ccccc3)c2-n2cccc2)c1OC

The geometry in XYZ format:
```
59
Properties=species:S:1:pos:R:3:lowdin_charge:R:1
C 5.94103 1.00861 -0.17491 -0.08
O 4.93947 0.08423 0.16681 -0.11
C 4.09430 -0.36787 -0.81290 -0.19
C 4.25619 -0.04238 -2.15257 -0.03
C 3.42219 -0.57289 -3.12105 -0.09
C 2.39941 -1.42090 -2.75490 -0.06
C 2.18430 -1.72618 -1.41717 -0.14
C 1.01512 -2.59617 -1.02236 -0.09
N -0.19933 -2.19028 -1.69424 0.06
C -1.28696 -1.71958 -1.06784 -0.56
O -1.45224 -1.72278 0.13568 0.06
C -2.36900 -1.23230 -2.02874 -0.36
S -1.71526 -0.20308 -3.38104 0.88
C -1.54327 1.42083 -2.52392 -0.39
C -0.91101 1.27544 -1.19734 -0.22
C 0.43675 1.02221 -0.88581 -0.07
N 0.59942 0.82861 0.40511 0.14
N -0.60324 0.96324 0.96384 -0.02
C -0.80249 0.75507 2.34008 -0.19
C -0.24606 -0.36873 2.93414 -0.01
C -0.43953 -0.58956 4.28488 -0.07
C -1.18921 0.30083 5.03613 -0.09
C -1.74434 1.41912 4.43644 -0.07
C -1.55127 1.65546 3.08747 -0.01
C -1.55256 1.22986 0.03250 -0.18
N -2.89416 1.38231 0.34317 -0.03
C -3.65499 0.48862 1.04410 -0.09
C -4.92489 0.98212 1.12470 -0.08
C -4.93842 2.22703 0.45886 -0.09
C -3.67742 2.44465 -0.01615 -0.09
C 3.03350 -1.21581 -0.42969 -0.17
O 2.78772 -1.64408 0.83973 -0.07
C 3.12816 -0.82890 1.94447 -0.08
H 5.51930 1.91990 -0.61067 0.10
H 6.43820 1.25649 0.76209 0.10
H 6.67282 0.57688 -0.86572 0.10
H 5.05504 0.61387 -2.45755 0.10
H 3.58119 -0.32270 -4.15869 0.10
H 1.76114 -1.84352 -3.51655 0.11
H 0.83804 -2.51645 0.05092 0.12
H 1.22726 -3.64409 -1.26806 0.14
H -0.14961 -2.05678 -2.69475 0.08
H -2.82726 -2.09442 -2.51591 0.08
H -3.13856 -0.67998 -1.49053 0.08
H -0.93939 2.01844 -3.20537 0.08
H -2.54708 1.83983 -2.44675 0.07
H 1.27127 0.97216 -1.55648 0.11
H 0.30637 -1.05899 2.31915 0.10
H -0.01379 -1.46540 4.75124 0.11
H -1.34448 0.12252 6.08969 0.10
H -2.32906 2.11365 5.02071 0.10
H -1.97569 2.53223 2.62149 0.12
H -3.22906 -0.43171 1.39095 0.12
H -5.75811 0.50985 1.60580 0.09
H -5.78046 2.88059 0.34374 0.09
H -3.26572 3.27545 -0.55593 0.12
H 2.65548 -1.30221 2.80490 0.09
H 2.72946 0.17972 1.81581 0.09
H 4.20642 -0.78821 2.10373 0.09
```

[3]
Density functional theory data (the ωB97M-V functional and the def2-TZVPD basis) for an isolated molecule of C12H14N2O.

Summary:
- Spin multiplicity: 1
- Charge: 0
- Relative energy (zero: lowest compared OMol25 entry of this formula, charge and spin): 393.1 kJ/mol
- Orbital gap (spin up / spin down): 0.318 / 0.317 Eh
- LUMO (spin up / spin down): 0.210 / 0.210 eV
- SMILES: CC1=NC(C)(C)[N+]([O-])=C1c1ccccc1

The geometry in XYZ format:
```
29
Properties=species:S:1:pos:R:3:lowdin_charge:R:1
C 1.33439 1.94855 1.58782 -0.04
C 0.73775 0.60827 1.37163 -0.21
N 0.89433 -0.33286 2.20820 0.16
C 0.30626 -1.52859 1.68224 -0.53
C 1.32866 -2.65624 1.52840 0.00
C -0.89152 -1.95391 2.49184 0.01
N -0.19465 -1.17871 0.34714 -0.16
O -0.85123 -2.05759 -0.32117 -0.05
C -0.03189 0.06281 0.04098 -0.02
C -0.22619 0.71496 -1.23619 -0.20
C -0.62794 2.00449 -1.26683 -0.06
C -1.07188 2.61117 -2.44217 -0.06
C -1.14510 1.82041 -3.60436 -0.11
C -0.66515 0.58161 -3.56942 -0.08
C -0.16141 -0.03010 -2.39298 0.03
H 0.68623 2.66710 2.07298 0.08
H 1.61019 2.30491 0.58559 0.08
H 2.28055 1.95899 2.20741 0.10
H 1.68178 -2.89507 2.58239 0.11
H 2.12996 -2.35554 0.90763 0.07
H 0.95391 -3.66388 1.18403 0.11
H -1.50207 -2.42942 1.74379 0.08
H -1.44074 -1.07886 2.86465 0.10
H -0.64435 -2.58869 3.29071 0.07
H -0.65188 2.76049 -0.43717 0.13
H -1.60375 3.52942 -2.12793 0.11
H -1.53233 2.10559 -4.58064 0.11
H -0.72142 0.09441 -4.55654 0.12
H 0.01950 -1.02371 -2.16202 0.09
```

[4]
Density functional theory data (the ωB97M-V functional and the def2-TZVPD basis) for a cluster of 2 separate species, C4H10N in total.

Summary:
- Spin multiplicity: 1
- Charge: +1
- Relative energy (zero: lowest compared OMol25 entry of this formula, charge and spin): 152.6 kJ/mol
- Orbital gap: 0.351 Eh
- LUMO: -3.974 eV

The geometry in XYZ format:
```
15
Properties=species:S:1:pos:R:3:lowdin_charge:R:1
C -0.43172 0.38519 1.93069 0.01
C -0.97933 -0.36583 0.96342 -0.19
C -1.12912 0.02434 -0.43443 -0.22
C -1.10170 -0.81398 -1.47349 0.02
H -0.18100 1.42095 1.69672 0.07
H -0.28498 0.06304 2.95244 0.08
H -1.22107 -1.41082 1.17026 0.12
H -1.12850 1.10197 -0.65507 0.12
H -0.98158 -0.45778 -2.48768 0.07
H -1.22149 -1.88837 -1.35696 0.08
N 1.75585 0.37391 -0.45811 0.31
H 1.68009 1.34920 -0.75512 0.16
H 2.73127 0.08105 -0.47867 0.16
H 1.32039 0.31618 0.48153 0.10
H 1.17290 -0.17907 -1.09551 0.11
```

| no. | molecular weight (g/mol) |
| --- | --- |
| 1 | 1086.5 |
| 2 | 462.6 |
| 3 | 202.3 |
| 4 | 72.1 |